# 1
The following is a DFT calculation (ωB97M-V/def2-TZVPD) of a structure of composition C34H19BrF12N2O8Pb.

Structure (XYZ):
```
77
Properties=species:S:1:pos:R:3:lowdin_charge:R:1
Pb -1.17208 0.61073 0.30727 1.645
C 4.28442 -2.00940 3.94635 -0.053
C 3.56869 -1.16710 2.92868 -0.248
C 3.94869 -1.17156 1.59133 -0.033
C 3.24228 -0.43218 0.67180 0.012
C 2.09688 0.31072 1.04072 -0.216
N 1.31582 0.84964 0.07305 0.118
C 1.85688 1.25347 -1.13691 -0.213
C 2.89160 2.19889 -1.07960 0.002
C 3.38221 2.79648 -2.21917 -0.036
C 2.86968 2.45164 -3.46372 -0.259
C 3.34932 3.12585 -4.71962 -0.056
C 1.87828 1.48224 -3.52078 0.023
C 1.34198 0.86821 -2.39302 -0.030
C 0.32170 -0.29233 -2.53528 -0.352
O -0.55706 -0.47866 -1.52869 -0.219
C 1.15507 -1.60580 -2.67774 -0.530
F 0.38974 -2.66075 -2.99084 0.158
F 2.12881 -1.53257 -3.61706 0.131
F 1.76853 -1.89593 -1.51905 0.149
C -0.55038 -0.12749 -3.82728 -0.540
F -1.04314 1.11336 -3.90410 0.171
F -1.58291 -0.97168 -3.82362 0.163
F 0.11749 -0.36420 -4.99429 0.109
C 1.74647 0.38417 2.42633 -0.034
C 2.49615 -0.36292 3.31522 0.021
C 0.69661 1.41353 2.93176 -0.367
O -0.40799 1.61689 2.18901 -0.229
C 1.46008 2.77697 3.03697 -0.534
F 1.76553 3.23029 1.81515 0.160
F 0.73054 3.72231 3.64503 0.160
F 2.62954 2.68776 3.72004 0.127
C 0.18024 1.03933 4.36295 -0.542
F -0.21416 -0.24249 4.40460 0.157
F 1.09937 1.20464 5.35758 0.110
F -0.86708 1.78586 4.71329 0.160
H 5.30651 -2.22661 3.63302 0.070
H 4.31857 -1.51249 4.91669 0.076
H 3.76938 -2.96357 4.08563 0.084
H 4.79168 -1.77241 1.26830 0.109
H 3.50116 -0.47155 -0.37518 0.114
H 3.25196 2.49292 -0.10265 0.114
H 4.15885 3.54909 -2.13911 0.108
H 4.36716 3.50126 -4.60435 0.068
H 3.33024 2.43981 -5.56734 0.074
H 2.70802 3.97457 -4.96979 0.083
H 1.51941 1.19781 -4.49881 0.116
H 2.26913 -0.32692 4.36848 0.113
O -8.22475 2.26159 -1.26657 -0.071
C -7.23386 2.93741 -1.61185 -0.700
O -7.16819 4.01091 -2.23665 -0.054
C -5.86395 2.35100 -1.16654 -0.090
C -5.80936 1.15546 -0.45978 0.001
C -4.58419 0.65082 -0.06497 -0.104
N -3.44859 1.29030 -0.34169 0.007
C -3.47022 2.43709 -1.02517 -0.170
C -4.66375 2.99519 -1.45665 0.063
C -2.13039 3.12099 -1.32219 -0.592
O -2.14640 4.14165 -1.99114 0.048
O -1.06996 2.56252 -0.84254 -0.134
H -6.73583 0.64530 -0.23544 0.108
H -4.47976 -0.28354 0.47442 0.099
H -4.66286 3.92075 -2.01103 0.122
Br -3.99132 -3.60544 2.53748 0.770
C -2.47690 -4.42654 1.74041 -0.602
C -2.45953 -5.81564 1.73431 -0.153
C -1.37854 -6.49383 1.19457 -0.105
C -0.30571 -5.78247 0.67687 -0.087
C -0.32646 -4.39871 0.70550 -0.013
C -1.41263 -3.69632 1.22519 -0.143
C -1.33773 -2.18214 1.14332 -0.661
O -0.21197 -1.67563 1.32898 -0.030
O -2.38332 -1.56347 0.82200 -0.115
H -3.29765 -6.35506 2.15374 0.085
H -1.37828 -7.57705 1.18304 0.094
H 0.54421 -6.30241 0.25266 0.096
H 0.49801 -3.81260 0.31843 0.115
```

Computed properties:
E_tot (eV): -162832.0012
HOMO (spin up / spin down) (eV): -2.9 / -3.4
Net charge: -2
Max |F| (eV/Å): 0.26


# 2
The following is a DFT calculation (ωB97M-V/def2-TZVPD) of the molecule C3H6ClNO2 in a non-equilibrium geometry.

Structure (XYZ):
```
13
Properties=species:S:1:pos:R:3:lowdin_charge:R:1
O 2.54995 0.16531 -0.58398 0.083
C 1.86834 -0.77229 -0.14184 -0.527
O 2.30750 -1.54666 0.80780 0.130
C 0.52396 -1.10922 -0.78028 -0.133
N -0.39880 -1.41357 0.29346 -0.142
C -1.77537 -1.59880 0.06991 -0.547
Cl -2.65395 0.01552 -0.11006 0.465
H 1.77056 -2.36124 0.99858 0.151
H 0.66087 -1.97140 -1.46487 0.148
H 0.35550 -0.17819 -1.27222 0.113
H -0.15547 -0.81111 1.07433 0.121
H -1.73325 -1.83405 -0.99862 0.064
H -2.43804 -2.26197 0.59586 0.072
```

Computed properties:
E_tot (eV): -21315.3118
HOMO (eV): -10.1
SMILES: O=C(O)CNCCl
Max |F| (eV/Å): 3.79


# 3
The following is a DFT calculation (ωB97M-V/def2-TZVPD) of the molecule C3H8N2O in a non-equilibrium geometry.

Structure (XYZ):
```
14
Properties=species:S:1:pos:R:3:lowdin_charge:R:1
N 1.83780 0.33704 1.49338 -0.004
C 0.45128 0.07785 1.21657 -0.301
C 0.20472 0.22801 -0.32750 -0.196
N -0.94001 -0.51070 -0.85353 0.008
C -1.70000 -0.07422 -1.89423 -0.379
O -2.29875 -0.80607 -2.64828 0.015
H 1.94693 0.69729 2.43483 0.069
H 2.33974 -0.54469 1.48621 0.074
H -0.25484 0.82436 1.61936 0.110
H -0.06306 -0.87042 1.53526 0.112
H 0.02149 1.29995 -0.41673 0.115
H 1.07220 -0.16132 -0.84745 0.109
H -0.83455 -1.51461 -0.80600 0.137
H -1.78293 1.01753 -1.99189 0.131
```

Computed properties:
E_tot (eV): -8268.1007
HOMO (eV): -9.6
SMILES: NCCNC=O
Max |F| (eV/Å): 2.98


For the records above, the corresponding energy above the lowest of the compared OMol25 structures with the same formula, charge and spin values read 0.0; 78.0; 118.2 kJ/mol.